No. 1
Computed, not measured: 2 unconnected molecules or ions with the total composition C5H9O2P in a non-equilibrium geometry, with the ωB97M-V functional and the def2-TZVPD basis.

The geometry in XYZ format:
```
17
Properties=species:S:1:pos:R:3:forces:R:3:mulliken_charge:R:1
C 2.3374 0.9465 -0.1600 5.401 0.915 1.163 -0.413
C 1.1467 0.6259 0.0214 -5.010 -0.933 1.704 0.117
C -0.2263 -0.5039 -1.6461 2.693 1.827 1.458 0.803
C -1.6611 -0.6402 -1.9260 0.571 0.041 -2.887 -1.193
C 0.2369 0.3059 2.6002 3.423 -3.418 -0.608 -0.761
O 0.7962 -0.8786 -2.1250 -1.339 -0.869 -0.577 -0.464
O -0.0312 0.4991 -0.5669 -0.888 -0.698 -0.921 -0.346
P -0.8838 -1.0176 2.2279 -0.026 -1.396 2.640 0.042
H 2.8655 1.1857 -1.0942 -0.354 -0.121 0.326 0.298
H 2.9384 0.9363 0.8349 -0.674 0.176 -2.047 0.192
H -1.8752 -1.2790 -2.7822 0.414 -0.832 0.462 0.364
H -1.9932 0.2621 -2.3989 0.025 1.225 0.202 0.323
H -2.2950 -0.8039 -1.1323 -1.034 -0.561 1.967 0.349
H 1.1817 -0.0707 3.0479 -0.348 0.297 -0.491 0.283
H 0.0227 1.1805 3.0759 -1.332 2.456 0.736 0.429
H -0.0848 -2.1493 1.7315 -0.184 1.337 -0.042 0.023
H -1.1670 -0.2959 1.1804 -1.340 0.554 -3.087 -0.046
```
Positions in Å, forces in eV/Å.

Values from the calculation:
- LUMO (spin up / spin down): 0.352 / 0.510 eV
- Gap between HOMO and LUMO (spin up / spin down): 8.00 / 8.09 eV
- DFT total energy: -687.5104 Eh
- Charge: 0

No. 2
Computed, not measured: a molecular structure, C33H40BrN3O5P2V in a non-equilibrium geometry, with the ωB97M-V functional and the def2-TZVPD basis.

The geometry in XYZ format:
```
85
Properties=species:S:1:pos:R:3:forces:R:3:mulliken_spin:R:1
V 1.0891 -0.9679 -0.2472 0.272 -0.183 -0.415 2.038
O 2.9207 0.4549 -3.1764 0.539 0.403 0.551 -0.003
C 2.9762 -0.0146 -2.0578 -0.107 0.309 -2.760 0.017
O 2.2172 -1.0545 -1.7743 -0.631 -0.462 1.659 -0.024
C 3.8129 0.5378 -0.9473 -0.141 0.743 0.165 -0.015
P 2.4722 1.0657 0.2099 -0.377 -0.183 1.325 0.052
C 1.6337 2.6214 -0.2153 0.470 -0.807 1.170 -0.011
C 0.5047 3.0159 0.5477 -0.111 0.377 -0.173 0.006
C -0.1175 4.2290 0.2267 1.010 -0.775 -1.053 -0.001
C 0.3685 4.9208 -0.8781 0.706 1.205 -0.370 0.001
C 1.5626 4.5873 -1.5129 -1.389 -0.973 0.193 0.000
C 2.1956 3.3921 -1.2002 -0.164 1.013 -0.567 0.005
C 3.2467 1.3342 1.8419 -0.406 1.020 1.129 -0.015
C 4.1251 2.4236 2.0194 0.056 -0.789 -2.560 -0.002
C 4.8057 2.5902 3.1712 1.358 0.896 1.596 0.000
C 4.4984 1.7969 4.2692 -0.605 0.115 0.848 0.000
C 3.4915 0.8584 4.2270 0.473 1.060 -1.907 0.002
C 2.8763 0.6446 3.0151 0.506 -0.304 -1.780 0.007
H 4.6347 1.2269 -1.2524 -0.853 -0.472 0.235 -0.001
H 4.1789 -0.3353 -0.4256 0.547 -0.118 0.359 0.001
H 0.0653 2.4157 1.3692 0.746 0.184 -0.623 0.007
H -0.9832 4.6023 0.7187 -0.446 0.105 0.447 0.000
H -0.0869 5.8287 -1.2927 -0.250 -0.377 0.633 0.000
H 1.8044 5.1493 -2.3747 0.703 0.572 -0.604 0.000
H 3.0629 3.0948 -1.7813 -0.052 -0.182 0.217 0.000
H 4.4282 3.0200 1.1485 -0.318 -0.087 0.318 0.000
H 5.6107 3.3548 3.2361 -0.789 -0.605 0.029 0.000
H 4.8923 1.9287 5.2529 0.906 0.405 0.231 0.000
H 3.2177 0.2797 5.0444 -0.339 -0.828 1.459 0.000
H 2.2492 -0.1930 2.8930 -0.999 -0.705 0.045 0.004
O -0.8007 -0.6827 -0.2789 -0.048 -0.189 -0.785 -0.025
P -2.0371 -0.2622 -1.1150 0.442 -1.004 0.962 -0.003
N -2.7679 0.8045 -0.1611 0.536 0.439 0.188 0.006
C -3.2464 2.0902 -0.6841 -0.402 -0.358 -0.876 -0.002
C -3.8478 2.6464 0.5673 -1.519 -0.299 -0.037 0.000
C -2.7528 2.3910 1.5419 1.665 0.688 -0.167 0.000
C -2.4072 0.9387 1.2491 -3.198 0.022 1.762 0.000
N -1.5149 0.2935 -2.5333 -0.975 0.420 -0.914 0.005
C -2.4954 0.5632 -3.6297 0.108 0.629 -0.077 0.001
C -1.8754 1.6429 -4.5306 1.291 -0.843 -0.193 0.000
C -0.3689 1.4306 -4.2737 1.948 1.635 0.707 0.003
C -0.3409 1.1255 -2.7445 0.964 0.792 0.406 0.037
N -3.1760 -1.3979 -1.4529 1.000 -1.176 -0.552 0.001
C -2.6849 -2.5705 -2.2374 -1.241 -1.099 0.264 0.000
C -2.6971 -3.7337 -1.1950 1.901 -0.185 -1.200 0.004
C -3.9408 -3.5426 -0.3968 -1.015 0.410 -0.841 -0.001
C -4.1965 -1.9872 -0.5291 0.756 0.376 1.873 0.000
H -3.9681 1.9023 -1.5200 0.629 0.437 0.712 0.000
H -2.3920 2.7188 -0.9891 -0.344 -0.120 -0.344 0.000
H -4.6967 1.9479 0.8233 0.418 1.086 -0.137 0.000
H -4.1582 3.6799 0.4895 -0.232 0.139 0.018 0.000
H -3.0207 2.5733 2.5563 -0.221 -0.011 0.837 0.000
H -1.8651 3.0468 1.3101 -1.147 -0.725 0.289 0.001
H -3.1333 0.3288 1.8979 0.936 0.431 -0.921 0.000
H -1.4513 0.6803 1.5890 1.576 -0.517 -0.250 0.007
H -3.4415 0.8988 -3.2255 -0.313 -0.287 -0.086 0.000
H -2.5782 -0.3446 -4.1780 -0.563 -0.724 -0.516 0.000
H -2.0637 2.6600 -4.1733 -0.450 -0.214 -0.173 0.000
H -2.0979 1.5380 -5.6149 -0.246 0.102 0.881 0.000
H 0.1507 2.4564 -4.4303 -0.511 -1.856 0.112 0.000
H 0.2537 0.6510 -4.8056 -1.245 0.736 0.251 0.000
H -0.3893 2.0745 -2.1380 -0.064 -0.669 -0.557 -0.009
H 0.5676 0.5911 -2.4103 -0.398 0.291 -0.490 -0.047
H -1.7499 -2.4602 -2.7778 0.198 0.384 0.284 -0.002
H -3.4621 -2.7880 -2.9858 0.199 0.054 0.009 0.000
H -1.8284 -3.6074 -0.5529 0.279 0.075 0.033 -0.002
H -2.5540 -4.7208 -1.6981 -0.408 0.693 0.411 0.000
H -3.8549 -3.8855 0.6388 -0.037 0.243 -0.207 0.000
H -4.7282 -4.1424 -0.8939 -0.004 0.596 0.453 0.000
H -4.0707 -1.5206 0.4751 -0.183 -0.197 -0.678 0.000
H -5.1905 -1.7468 -0.8598 -0.352 0.025 -0.364 0.000
Br 3.5217 -4.1460 5.4877 0.293 0.077 0.932 0.000
C 2.5138 -4.6581 4.0312 -0.147 -0.897 -1.140 -0.001
C 2.1838 -5.9908 3.7664 0.423 -0.676 1.625 0.001
C 1.5688 -6.4364 2.6186 -1.139 1.039 -0.497 0.000
C 1.1665 -5.4749 1.6638 1.013 -0.039 0.414 0.001
C 1.5881 -4.1464 1.9106 -1.549 0.784 -1.465 -0.014
C 2.2152 -3.7244 3.0786 -0.308 -0.702 -0.432 0.002
C 1.2596 -2.9883 0.9524 1.814 -0.650 2.549 0.015
O 0.7799 -3.0542 -0.1653 -0.835 -0.519 -1.069 0.004
O 1.6535 -1.7770 1.3772 -0.616 -0.826 -0.676 -0.051
H 2.3609 -6.7310 4.5564 0.197 0.313 -0.343 0.000
H 1.2627 -7.4814 2.5714 0.199 0.305 -0.267 0.000
H 0.6111 -5.7874 0.7694 0.340 0.462 0.374 0.001
H 2.4342 -2.6932 3.2046 0.265 0.544 0.114 -0.001
```
Positions in Å, forces in eV/Å.

Values from the calculation:
- Spin multiplicity: 3
- LUMO (spin up / spin down): -2.820 / -2.372 eV
- Gap between HOMO and LUMO (spin up / spin down): 8.54 / 8.99 eV
- DFT total energy: -6022.6436 Eh
- Charge: +1

| no. | M (g/mol) |
| --- | --- |
| 1 | 132.1 |
| 2 | 751.5 |